This record from OMol25 describes C2CoF3NO5S2 as an isolated structure at a distorted geometry. The level of theory is wB97M-V/def2-TZVPD.

```
14
Properties=species:S:1:pos:R:3:forces:R:3
O 3.654045 -1.165695 -1.197141 -0.45 0.42 0.21
C 3.048067 -1.193661 -2.199132 0.91 -1.34 -1.52
O 2.670747 -1.397462 -3.274284 -0.39 0.71 0.99
Co 3.445625 -0.090969 0.758362 3.25 -1.03 1.15
N -0.524526 -0.519638 0.326629 0.80 1.32 1.15
S 0.718125 -0.024716 -0.651435 -0.78 2.12 -2.08
O 0.251738 1.186573 -1.436946 0.90 -2.07 1.69
O 1.887316 0.484307 0.321644 -4.24 0.88 -0.79
S -1.083461 0.612610 1.364331 -0.11 -2.76 1.52
O -1.134732 0.044500 2.772335 0.13 1.34 -2.29
C -2.889962 0.519783 0.888093 -1.46 0.37 -0.48
F -3.063576 0.899121 -0.375410 0.44 -0.08 0.29
F -3.390017 -0.702589 1.034851 0.61 0.21 0.09
F -3.589390 1.347837 1.668101 0.40 -0.08 0.07
```
Forces are in eV/Å.

Calculated values
**Spin multiplicity**: 6
**Strongest force on any atom**: 4.4 eV Å⁻¹
**Frontier orbital gap (alpha / beta)**: 7.47 / 5.62 eV
**DFT total energy**: -81245.497 eV
**HOMO energy (alpha / beta)**: -7.448 / -9.809 eV

=====

This record from OMol25 describes an isolated molecule of O4S at a distorted geometry. The level of theory is wB97M-V/def2-TZVPD.

```
5
Properties=species:S:1:pos:R:3:forces:R:3
O -0.691484 -1.167895 1.161036 2.36 5.54 -5.14
O -0.470647 1.405835 0.558683 -0.07 0.03 -0.40
O 0.088932 -0.164411 -1.377059 -2.38 -0.20 -1.48
O 1.245287 -0.160527 -0.497371 1.91 0.01 1.66
S -0.172088 0.086998 0.154711 -1.82 -5.37 5.35
```
Forces are in eV/Å.

Calculated values
**Strongest force on any atom**: 7.9 eV Å⁻¹
**Frontier orbital gap**: 11.25 eV
**DFT total energy**: -19018.816 eV
**HOMO energy**: -12.118 eV
**Energy above the lowest of the compared OMol25 structures with the same formula, charge and spin**: 1.6256 eV

=====

This record from OMol25 describes an isolated molecule of C5H7NO2 at a distorted geometry. The level of theory is wB97M-V/def2-TZVPD.

```
15
Properties=species:S:1:pos:R:3:forces:R:3
C -0.038047 0.692651 -1.028283 -1.18 1.26 -0.24
C 1.331232 0.805701 -0.129329 2.27 2.71 0.68
C 0.201999 0.039952 0.383846 2.25 -0.94 -0.09
C -1.408455 -0.257483 1.723646 -1.11 0.21 3.11
C -1.042977 -1.523835 1.411979 3.02 3.23 -0.27
H -0.304086 -0.106328 -3.156591 1.06 0.61 2.35
H 1.041170 -0.614099 -2.089452 -1.73 2.19 -1.79
H -1.141093 1.418112 -0.945404 4.05 -1.88 -0.45
H 2.019152 1.660453 0.480196 -3.02 -1.57 -1.32
H 2.259007 0.345628 -0.584391 -1.90 -0.44 -0.07
H -1.833857 0.390299 2.534935 -1.90 -2.36 -0.36
H -1.284174 -2.529511 1.580172 -0.63 -0.74 0.39
N 0.410276 0.249975 -2.422666 0.17 -2.82 1.90
O -0.610891 0.744241 1.339164 2.35 -1.19 -2.46
O 0.400743 -1.315756 0.902179 -3.72 1.73 -1.39
```
Forces are in eV/Å.

Calculated values
**Strongest force on any atom**: 4.5 eV Å⁻¹
**Frontier orbital gap**: 9.51 eV
**DFT total energy**: -10876.626 eV
**HOMO energy**: -8.537 eV
**Energy above the lowest of the compared OMol25 structures with the same formula, charge and spin**: 6.9917 eV

=====

This record from OMol25 describes a 4-piece molecular cluster, C33H54BNO11 overall at a distorted geometry. The level of theory is wB97M-V/def2-TZVPD.

```
100
Properties=species:S:1:pos:R:3:forces:R:3
C 4.308269 -0.322768 6.587654 -0.13 -1.14 0.08
C 4.639103 -0.901207 5.573288 0.19 1.25 -0.69
C 5.056270 -1.314442 4.177637 -0.63 -0.44 0.53
C 3.886559 -1.437015 3.161355 -0.31 -0.68 -0.42
C 3.907840 -2.508133 2.336774 -0.32 0.29 -0.09
C 2.865164 -2.766129 1.252626 0.09 0.49 0.49
O 2.995230 -3.706891 0.489672 -0.12 0.48 0.56
C 1.672296 -1.810801 1.191258 0.15 0.22 0.21
C 0.656184 -2.100773 0.245484 -0.37 0.95 0.63
C -0.520216 -1.280127 0.134959 1.46 0.37 0.89
B -1.623169 -1.654894 -0.981784 -0.24 0.09 0.49
O -1.680222 -0.961668 -2.199577 0.12 -0.77 0.71
O -2.537962 -2.662542 -0.672223 0.52 0.11 -1.03
C -1.934020 -3.964884 -0.499169 0.95 0.63 0.60
C -0.623556 -0.143371 1.014673 0.78 -0.75 -0.20
C -1.878962 0.740576 0.855015 -0.10 0.07 0.19
C -3.204574 0.067012 1.352207 0.23 -0.02 -0.71
O -3.014182 -0.837146 2.449419 -0.96 0.56 -0.09
C -4.251541 -0.836728 3.179220 -0.63 -0.37 0.72
C -4.362716 -2.030909 4.177655 0.64 0.28 -0.43
C 0.428765 0.157488 1.971186 0.08 -0.37 -0.01
C 0.245252 1.418619 2.848404 -0.72 0.11 -0.67
C 0.595094 2.669034 1.990492 0.32 0.61 -0.38
C 0.579024 4.128907 2.546377 0.11 -0.72 -0.13
N 0.888770 2.506891 0.754926 -0.17 -0.05 0.73
C 1.612651 -0.662368 2.076959 -1.50 -0.47 -1.16
C 2.756336 -0.371965 3.044237 0.86 -0.58 -0.02
O 2.882757 0.636684 3.707817 -0.35 -0.32 -0.53
H 3.933170 -0.061864 7.579455 0.44 -0.01 -0.96
H 5.506163 -2.334274 4.270928 -0.33 0.78 -0.21
H 5.845343 -0.675269 3.725822 -0.54 -0.04 0.66
H 4.730807 -3.248202 2.425705 -0.74 0.44 -0.25
H 0.781296 -2.978939 -0.415664 0.06 0.61 0.61
H -1.073052 -1.339527 -2.854177 -0.20 0.32 0.09
H -2.661809 -4.763188 -0.734628 0.41 0.59 0.17
H -1.542657 -4.014728 0.547148 -0.48 -0.37 -0.69
H -1.030958 -4.022490 -1.159989 -0.84 -0.45 0.32
H -2.024451 0.960707 -0.234124 0.23 -0.16 0.82
H -1.776334 1.729874 1.347036 0.11 -0.75 -0.34
H -3.935595 0.851857 1.664329 0.56 -0.36 -0.42
H -3.640057 -0.494418 0.482552 0.09 0.29 0.78
H -4.343894 0.126539 3.737539 0.12 -0.49 -0.38
H -5.128969 -0.890921 2.484075 0.71 0.11 0.31
H -3.326266 -2.329285 4.471703 -0.86 0.15 -0.09
H -4.928702 -1.724970 5.088164 0.37 -0.30 -0.71
H -4.864186 -2.890456 3.682179 0.39 0.48 0.47
H 0.774030 1.383935 3.820067 -0.09 0.09 -0.82
H -0.848786 1.473961 3.090804 0.85 0.10 -0.05
H 1.490217 4.629162 2.136387 -0.60 -0.36 0.63
H 0.572766 4.139674 3.656594 -0.06 0.27 -0.74
H -0.284337 4.684353 2.105448 0.45 -0.52 0.62
H 1.077570 3.419498 0.327142 -0.03 -0.23 0.03
C 3.608599 -5.883394 -3.849108 0.13 -0.06 -0.04
O 4.491943 -4.970923 -4.481674 -0.26 0.04 0.06
C 3.831710 -4.111741 -5.401807 0.32 0.11 0.12
C 3.537501 -2.751159 -4.790875 -0.34 -0.09 -0.14
O 2.612958 -2.845914 -3.715323 0.22 -0.08 0.02
C 3.247384 -2.842039 -2.442756 -0.19 0.08 -0.04
H 4.105445 -6.276570 -2.962459 0.05 0.02 -0.06
H 2.675509 -5.406058 -3.542024 0.02 0.03 -0.02
H 3.387343 -6.713439 -4.527477 -0.10 -0.05 0.03
H 2.913689 -4.577708 -5.776489 -0.02 0.04 0.07
H 4.506429 -3.973910 -6.251939 -0.02 0.02 -0.03
H 3.076291 -2.116064 -5.553290 0.07 0.02 -0.01
H 4.460091 -2.262314 -4.463305 -0.01 -0.05 -0.02
H 3.520559 -1.817884 -2.167695 0.09 -0.01 0.06
H 4.137163 -3.474511 -2.422536 -0.02 0.00 -0.05
H 2.538990 -3.222335 -1.711253 0.04 0.02 -0.09
C 4.846750 3.495208 -4.167632 -0.04 0.12 -0.04
O 3.685121 3.492772 -4.983082 0.14 -0.23 0.07
C 3.735953 2.513572 -6.011436 -0.34 0.16 0.04
C 2.961878 1.260539 -5.634754 0.34 -0.20 -0.05
O 3.546383 0.594938 -4.523625 -0.12 0.28 0.06
C 2.888875 0.893607 -3.299221 0.02 -0.16 0.05
H 4.612619 4.028109 -3.246234 -0.05 0.04 -0.07
H 5.171703 2.484348 -3.912160 -0.03 0.00 -0.03
H 5.657799 4.019401 -4.682289 0.10 -0.03 0.04
H 4.773570 2.269440 -6.262880 -0.03 -0.07 0.06
H 3.273379 2.956051 -6.898571 0.00 -0.02 -0.03
H 2.992310 0.563269 -6.478503 -0.02 0.03 -0.03
H 1.911566 1.497524 -5.434153 0.05 0.07 0.01
H 1.970724 0.303558 -3.215893 -0.04 0.04 0.06
H 2.649645 1.955158 -3.207987 0.01 -0.01 -0.05
H 3.556650 0.618245 -2.482066 -0.01 -0.04 -0.07
C -7.055607 5.584108 2.411855 -0.12 0.06 -0.03
O -8.025872 4.709534 1.856697 0.27 -0.08 0.05
C -7.502685 3.894113 0.817073 -0.33 -0.09 0.12
C -7.149114 2.502877 1.316724 0.33 0.07 -0.17
O -6.090623 2.537482 2.266931 -0.21 0.11 0.11
C -6.552287 2.474197 3.608133 0.15 -0.09 0.02
H -7.427420 5.935357 3.374204 -0.07 -0.01 -0.06
H -6.096101 5.086673 2.569726 -0.02 -0.03 -0.03
H -6.914891 6.445563 1.752180 0.10 0.05 0.02
H -6.635622 4.372138 0.349046 0.03 -0.06 0.06
H -8.283732 3.803311 0.056842 0.02 -0.02 -0.03
H -6.799661 1.904454 0.469556 -0.03 0.00 -0.01
H -8.029335 2.005517 1.737439 0.00 0.09 0.01
H -6.798764 1.439123 3.866380 -0.08 0.01 0.08
H -7.424380 3.109242 3.777347 0.00 -0.01 -0.08
H -5.746220 2.815043 4.259370 0.02 -0.05 -0.08
```
Forces are in eV/Å.

Calculated values
**Strongest force on any atom**: 2.0 eV Å⁻¹
**Frontier orbital gap**: 8.01 eV
**DFT total energy**: -59779.730 eV
**HOMO energy**: -8.944 eV

=====

This record from OMol25 describes C12H18NO4PtSSbSe4Te as an isolated structure at a distorted geometry. The level of theory is wB97M-V/def2-TZVPD.

```
43
Properties=species:S:1:pos:R:3:forces:R:3
Pt -1.200334 -1.357134 0.532633 -0.02 -1.03 -0.23
Se 1.007096 -4.844181 3.239692 -0.10 0.11 0.01
Sb 1.042796 -2.501476 2.560583 0.08 -1.11 0.32
Se 0.889669 -2.523622 0.013074 -0.56 0.11 0.58
Se -1.126348 -1.384118 3.227069 0.19 0.03 -1.14
Se 3.075141 -1.423176 3.219502 0.25 0.42 0.43
C 4.335360 -1.572574 -0.095077 0.96 -0.84 0.52
C 3.566715 -0.387426 -0.520057 -0.49 0.31 0.38
C 2.954471 -0.405435 -1.763072 0.59 0.19 -0.38
C 2.268700 0.713599 -2.212233 -0.03 0.03 -0.78
C 2.187075 1.850025 -1.407632 -0.61 -0.41 -0.01
C 2.626999 1.793938 -0.088230 0.08 0.77 0.18
C 3.356097 0.702479 0.346905 0.09 -0.43 0.28
S 1.185401 3.214372 -1.963102 0.77 -0.59 -0.63
O 1.094252 3.066398 -3.396892 -0.30 -0.05 0.15
O 1.698145 4.478867 -1.483239 -0.65 -0.54 0.56
N -0.252397 2.846838 -1.306145 0.15 0.64 -0.01
C -0.963954 3.610488 -0.296884 0.39 -0.30 0.92
C -1.571939 2.793922 0.884805 -0.46 -1.18 -0.07
C -2.283396 1.431772 0.540538 1.03 -0.33 -1.18
O -3.479090 1.186048 0.759525 0.96 0.48 0.17
O -1.428030 0.615585 -0.048469 -1.13 2.35 0.64
H 5.215457 -1.280045 0.504655 -0.30 -0.19 -0.25
H 4.660885 -2.161137 -0.959142 0.13 0.19 -0.04
H 3.770635 -2.280908 0.528523 -0.07 0.49 -0.04
H 3.134978 -1.282728 -2.413922 -0.44 0.62 0.41
H 1.813968 0.679592 -3.210838 0.21 0.31 0.49
H 2.384713 2.640754 0.577430 0.34 -0.53 -0.30
H 3.696520 0.617194 1.395969 -0.21 0.13 -0.80
H -0.675924 2.014783 -1.696382 0.03 -0.07 0.30
H -1.694599 4.225621 -0.801116 -0.60 0.13 0.09
H -0.256109 4.296788 0.183114 0.00 -0.04 -0.38
H -2.290174 3.399124 1.424300 -0.17 0.38 -0.05
H -0.808500 2.494674 1.627652 -0.05 0.18 -0.55
C -4.571359 -2.116673 1.503587 0.41 0.37 -0.19
Te -3.812970 -1.394314 -0.420548 -0.29 -1.87 1.25
C -3.895207 -3.497275 -1.021021 0.45 -0.21 -0.77
H -3.759558 -2.577522 2.076418 -0.01 0.03 -0.44
H -5.402944 -2.811285 1.376449 0.02 0.23 -0.16
H -4.850396 -1.221140 2.030733 -0.37 0.27 0.28
H -4.912815 -3.870014 -1.188200 0.08 0.38 -0.13
H -3.433054 -4.190553 -0.312613 0.12 0.54 0.25
H -3.295971 -3.590132 -1.948336 -0.47 0.02 0.33
```
Forces are in eV/Å.

Calculated values
**Spin multiplicity**: 3
**Strongest force on any atom**: 2.7 eV Å⁻¹
**Frontier orbital gap (alpha / beta)**: 5.16 / 5.16 eV
**Total charge**: -2
**DFT total energy**: -311716.657 eV
**HOMO energy (alpha / beta)**: -1.448 / -1.466 eV
**Energy above the lowest of the compared OMol25 structures with the same formula, charge and spin**: 0.0000 eV

=====

This record from OMol25 describes an isolated molecule of C22H28N4O5S at a distorted geometry. The level of theory is wB97M-V/def2-TZVPD.

```
60
Properties=species:S:1:pos:R:3:forces:R:3
C 3.340047 -1.185270 -5.099201 -0.22 -0.01 -0.22
H 2.838629 -2.152489 -4.997635 0.01 0.04 0.01
O 4.517298 -1.135546 -4.331914 0.37 -0.03 0.61
C 4.402743 -1.262735 -2.965700 0.17 0.06 -0.08
C 3.228568 -1.466262 -2.274161 0.10 -0.02 -0.08
C 3.228558 -1.586699 -0.878877 0.54 0.06 -0.28
C 4.436267 -1.483311 -0.197368 -0.34 -0.05 -0.07
C 5.618362 -1.276797 -0.885550 0.20 0.06 -0.41
C 5.620597 -1.171395 -2.265726 -0.28 -0.01 0.02
O 6.783768 -0.978139 -2.935105 0.01 0.00 -0.06
H 6.578400 -0.923732 -3.878767 -0.01 0.00 0.05
H 6.557674 -1.191059 -0.363504 0.13 0.02 0.06
H 4.464718 -1.530696 0.879269 -0.01 -0.05 0.12
C 1.950977 -1.772079 -0.186222 -0.66 0.01 0.24
N 0.922538 -1.323467 -0.803465 0.50 0.20 -0.31
N -0.309589 -1.408523 -0.265714 0.06 -0.90 0.81
C -1.371991 -0.739957 -0.790007 -0.16 -0.23 -0.54
O -2.471635 -0.823349 -0.273228 -0.10 -0.01 -0.03
C -1.113437 0.014400 -2.093141 -0.03 0.05 -0.19
N -0.709371 1.404433 -1.972980 -0.03 -0.13 -0.02
C 0.600304 1.635911 -1.397293 0.12 0.13 -0.08
C 0.571494 1.732423 0.146431 0.56 0.17 0.06
N -0.727013 1.296643 0.620680 -0.25 -0.14 1.07
S -0.686289 1.013069 2.283486 0.02 0.09 -0.27
O 0.019602 -0.230083 2.453461 -0.18 -0.19 0.02
O -0.140991 2.164378 2.950393 -0.27 0.16 0.04
C -2.387657 0.808083 2.777884 0.58 0.17 -0.22
C -3.019664 -0.411323 2.629740 0.01 -0.20 -0.04
C -4.335838 -0.539120 3.032786 0.12 0.10 0.01
C -5.020256 0.537838 3.590443 0.08 0.03 -0.03
C -4.356577 1.750046 3.745411 0.05 -0.06 -0.04
C -3.040406 1.887800 3.341104 0.07 0.17 0.03
H -2.502119 2.814210 3.464983 -0.01 0.15 0.04
H -4.872069 2.590983 4.185594 -0.05 0.07 0.04
C -6.443181 0.375799 4.027159 0.01 -0.02 0.01
H -6.873048 1.328430 4.324432 -0.07 0.04 0.03
H -7.041742 -0.045267 3.221647 -0.09 -0.02 -0.02
H -6.498897 -0.307925 4.873523 -0.07 -0.03 0.06
H -4.842078 -1.485128 2.912767 -0.04 -0.12 -0.02
H -2.485680 -1.236176 2.191098 -0.02 -0.12 -0.05
C -1.803235 2.142350 0.158647 -0.59 0.32 0.01
C -1.689796 2.285766 -1.382363 0.01 0.06 0.05
H -1.386967 3.306986 -1.633571 -0.09 -0.01 0.03
H -2.657677 2.089546 -1.844739 0.00 0.08 0.03
H -2.737563 1.647396 0.428790 0.02 0.16 -0.11
H -1.766533 3.130075 0.643886 -0.05 -0.01 -0.08
H 1.313256 1.074728 0.601010 0.16 0.09 -0.13
H 0.770676 2.758672 0.487714 0.04 -0.08 -0.06
H 0.973802 2.579541 -1.809589 0.07 -0.05 0.09
H 1.262547 0.829892 -1.710126 0.00 0.12 0.00
H -0.332985 -0.506557 -2.650088 -0.15 0.01 -0.03
H -2.044838 -0.000414 -2.666708 0.05 -0.13 0.14
H -0.425359 -1.771545 0.680311 -0.04 0.15 -0.21
C 1.897990 -2.439310 1.157283 -0.13 0.16 -0.01
H 2.872477 -2.805642 1.459060 0.01 -0.05 0.02
H 1.521008 -1.740148 1.906035 0.06 -0.10 0.04
H 1.213941 -3.288804 1.115253 -0.03 -0.08 0.03
H 2.283928 -1.547131 -2.784948 -0.08 -0.01 -0.12
H 2.648250 -0.384661 -4.820263 0.02 -0.03 0.00
H 3.656064 -1.048662 -6.132328 -0.09 -0.01 0.06
```
Forces are in eV/Å.

Calculated values
**Strongest force on any atom**: 1.2 eV Å⁻¹
**Frontier orbital gap**: 8.55 eV
**DFT total energy**: -50300.298 eV
**HOMO energy**: -7.885 eV
**Energy above the lowest of the compared OMol25 structures with the same formula, charge and spin**: 3.6378 eV